{"formula": "H20O10", "method": "ωB97M-V with the def2-TZVPD basis set", "species": ["O", "H", "H", "O", "H", "H", "O", "H", "H", "O", "H", "H", "O", "H", "H", "O", "H", "H", "O", "H", "H", "O", "H", "H", "O", "H", "H", "O", "H", "H"], "positions_angstrom": [[0.78567, 1.55167, 1.81518], [0.56062, 0.76970, 2.33601], [1.69423, 1.76040, 2.03817], [-3.34785, -3.14875, -0.15233], [-2.86094, -2.37210, -0.19342], [-2.80831, -3.90180, 0.11932], [1.37596, -0.02662, -3.17011], [0.53467, -0.21930, -2.71680], [1.30278, -0.22673, -4.07665], [2.62171, 0.57227, -0.50603], [1.79986, 0.33838, -0.91929], [2.99374, -0.18958, -0.11514], [-2.67213, -0.64018, 0.32451], [-2.33452, -0.88685, 1.21705], [-2.79652, 0.31399, 0.26693], [-1.54736, -1.06964, -3.44038], [-2.10564, -1.49774, -4.10046], [-1.29526, -1.68353, -2.75911], [-0.76360, 3.34634, 0.65049], [-0.33981, 2.63781, 1.05854], [-1.63331, 2.98085, 0.47585], [-0.15509, 0.20524, -0.63129], [-0.85096, -0.28802, -0.28740], [0.41383, 0.38164, 0.12552], [0.59164, -0.95149, 2.78837], [0.66107, -1.72430, 2.22171], [-0.31789, -0.98094, 3.11171], [3.55762, 2.01536, 1.55921], [3.05662, 1.60417, 0.82931], [3.87918, 1.32977, 2.13055]], "forces_ev_per_a": [[-0.7, -0.4, 0.1], [0.3, 0.1, -0.1], [0.6, 0.4, 0.1], [-1.7, -3.0, 0.2], [1.5, 2.1, -0.1], [0.0, 0.5, -0.2], [0.1, 0.2, 2.2], [0.3, 0.3, -0.7], [-0.5, -0.4, -1.5], [0.3, 1.6, 0.0], [-0.4, -0.3, -0.8], [0.5, -1.5, 0.3], [0.6, -0.3, 0.9], [-0.7, 0.7, -0.8], [0.0, 0.0, 0.2], [0.0, 0.8, -0.5], [0.2, -0.2, 0.4], [-0.2, -0.7, 0.1], [-1.8, 2.0, -1.2], [1.8, -1.8, 1.3], [-0.2, 0.3, -0.3], [2.0, 0.9, -1.1], [-2.2, -1.4, 0.7], [0.0, 0.6, 0.4], [-0.5, -0.3, 0.2], [0.2, -0.1, -0.1], [0.1, -0.1, 0.2], [-0.5, 0.8, 0.1], [0.4, -0.1, -0.2], [0.3, -0.6, 0.2]], "e_tot_ha": -764.3575, "smiles": "O.O.O.O.O.O.O.O.O.O", "homo_lumo_gap_ev": 9.7128, "homo_ev": -10.52, "total_charge": 0, "lumo_energy_ev": -0.8, "de_lowest_kj_mol": 326.59, "max_force_ev_per_a": 3.42}


{"formula": "C4H12N2Si", "method": "ωB97M-V with the def2-TZVPD basis set", "species": ["C", "C", "C", "C", "N", "N", "Si", "H", "H", "H", "H", "H", "H", "H", "H", "H", "H", "H", "H"], "positions_angstrom": [[1.91411, -1.83185, -0.01081], [0.91384, -1.20240, 0.59789], [-2.24041, -0.30500, 0.16866], [-1.29396, 0.43870, -0.74497], [1.71385, 0.99372, -1.04108], [0.60554, 1.78122, 1.32203], [0.44436, 0.54554, 0.08542], [2.02300, -2.86787, 0.00510], [2.53270, -1.54503, -0.90750], [0.18876, -1.71248, 1.29692], [-2.10884, -1.36624, 0.12501], [-2.11908, 0.08253, 1.27409], [-3.40025, 0.02974, 0.01965], [-1.58324, 1.61372, -0.77066], [-1.48829, 0.20741, -1.79224], [1.93176, 0.28463, -1.64944], [2.49586, 1.46010, -0.54849], [-0.27068, 2.32066, 1.60939], [1.53635, 2.16828, 1.49943]], "forces_ev_per_a": [[-0.2, 0.1, -1.8], [-1.1, 0.5, 0.5], [-3.0, 2.7, 2.2], [-0.2, 3.5, 0.6], [-1.1, 2.5, 2.5], [-2.2, -0.1, -0.1], [1.0, 0.3, -1.0], [0.2, -1.9, 1.0], [-0.6, 0.9, 1.4], [1.3, 0.1, -0.7], [-0.2, -0.6, 0.1], [0.1, -1.1, -1.8], [2.6, -1.2, -0.1], [0.4, -2.4, 0.3], [0.8, -0.5, 0.0], [1.3, -1.6, -1.7], [-0.5, -0.7, -1.0], [2.4, -0.8, -0.4], [-1.1, 0.1, 0.1]], "e_tot_ha": -558.6053, "smiles": "C=C[Si](N)(N)CC", "homo_lumo_gap_ev": 9.9912, "homo_ev": -9.13, "total_charge": 0, "lumo_energy_ev": 0.9, "de_lowest_kj_mol": 66.18, "max_force_ev_per_a": 4.59}


{"formula": "CH2F2NO2S", "method": "ωB97M-V with the def2-TZVPD basis set", "species": ["C", "N", "O", "O", "F", "F", "S", "H", "H"], "positions_angstrom": [[-1.14082, -1.18476, 0.11689], [1.05533, 0.63911, 0.03307], [-1.05380, 1.01971, -1.50705], [-1.19135, 1.15836, 0.94859], [-0.43034, -1.36982, 1.26359], [0.63461, -1.82893, -1.18727], [-0.60844, 0.51194, -0.23083], [1.22235, 1.25902, 0.76055], [1.51247, -0.20463, -0.19753]], "forces_ev_per_a": [[2.0, -0.8, 0.4], [-2.9, 0.1, -2.3], [0.6, -0.6, 0.4], [0.1, 0.2, -0.5], [-0.8, -0.6, -0.9], [-1.1, 0.8, 1.0], [0.5, 1.5, 0.4], [0.6, 0.6, 1.6], [0.8, -1.1, -0.2]], "e_tot_ha": -842.3884, "homo_lumo_gap_ev": 9.3153, "homo_ev": -5.51, "total_charge": -1, "lumo_energy_ev": 3.8, "de_lowest_kj_mol": 337.67, "max_force_ev_per_a": 3.70}